No. 1
One molecule with the formula C2H5BrClN, computed with ωB97M-V/def2-TZVPD.

structure (SMILES): CCN(Cl)Br
LUMO energy: -1.00 eV
ΔE to the lowest compared entry with this formula, charge and spin: 319.45 kJ/mol
multiplicity: 1
frontier orbital gap: 8.5 eV
HOMO: -9.47 eV

Structure (XYZ):
```
10
Properties=species:S:1:pos:R:3:forces:R:3:mulliken_charge:R:1
C 0.2802 -0.0316 -0.6250 2.6 -0.5 0.2 -0.988
C -0.8273 0.0397 0.5114 1.2 -0.4 -2.4 -0.296
N -1.8986 -0.5154 -0.2706 -3.1 0.3 -0.8 -0.164
Cl -2.1845 -2.1121 0.2069 -0.2 -0.7 0.1 -0.046
Br -3.7143 0.5363 -0.0625 1.5 -0.8 0.1 -0.070
H 1.2008 0.5546 -0.4563 -0.3 0.0 0.9 0.351
H 0.7403 -1.0389 -0.8314 -1.0 0.6 0.6 0.264
H 0.0797 0.3470 -1.6334 -1.3 0.0 0.4 0.333
H -0.6662 -0.6051 1.3875 0.4 1.0 0.0 0.359
H -1.0970 1.0662 0.6231 0.2 0.6 0.9 0.256
```
Forces are in eV/Å.


No. 2
A 5-piece molecular cluster, C27H46F10N4O22PS4 overall, computed with ωB97M-V/def2-TZVPD.

LUMO energy: 1.65 eV
multiplicity: 1
frontier orbital gap: 6.2 eV
charge: -1
HOMO: -4.55 eV

Structure (XYZ):
```
114
Properties=species:S:1:pos:R:3:forces:R:3:mulliken_charge:R:1
C 2.5838 0.0350 2.3321 0.1 0.2 0.0 -1.084
C 2.8118 -0.0940 0.7283 0.3 -1.1 1.1 0.623
C 1.7073 -1.0836 0.1072 1.0 -0.6 -0.8 -0.431
N 0.7400 -0.4648 -0.8269 0.7 -0.1 0.7 0.287
P -0.5925 0.4106 -0.0437 2.5 -0.2 -0.7 1.280
C -1.4043 0.8172 -1.7629 0.6 1.7 -0.5 -0.370
C -2.1207 2.2420 -1.8195 -0.5 0.1 -2.5 -0.566
N -2.4144 2.7640 -3.0033 0.8 -1.5 2.5 -0.749
C 0.2958 2.1060 0.1896 0.2 1.4 -0.8 -0.858
C 1.1250 2.6400 -1.0669 -0.9 1.3 0.0 0.166
N 2.3572 3.4039 -0.5903 -0.2 0.1 -1.2 -0.684
O -1.5234 -1.0972 -0.1739 -2.1 1.3 3.0 -0.721
C -2.4548 -1.1912 0.9604 1.8 -3.9 -1.6 1.289
C -3.4985 -2.2715 0.3878 -1.8 0.8 0.0 -0.755
C -3.6873 -2.2020 -1.2184 0.3 0.1 0.6 -0.025
O -4.8890 -2.9868 -1.5975 -1.6 1.9 0.2 -0.486
C -6.0632 -2.1964 -1.4198 -2.5 0.4 2.5 0.747
C -6.7021 -1.3054 -2.6092 0.5 0.2 -0.1 -0.860
O -6.7129 -2.1720 -0.3379 2.9 -0.6 -3.8 -0.523
C -1.5778 -2.0560 1.9870 0.6 -0.1 2.2 0.244
C -2.3826 -2.7910 3.1576 0.4 0.3 1.1 -1.224
F -0.8401 -3.1105 1.2901 -1.4 1.5 0.6 -0.424
C -2.9574 0.3095 1.3482 3.9 0.2 -2.8 -0.185
O -3.8793 0.6117 0.2403 -0.1 0.5 0.9 -0.251
N -5.1661 0.4193 0.5748 -1.6 0.5 -0.2 0.464
O -5.9133 0.8301 -0.2578 0.9 -0.6 0.5 -0.534
C -3.3850 0.6498 2.8439 2.1 -2.3 0.2 0.851
F -2.1994 0.4223 3.6372 -2.4 0.5 -1.8 -0.357
F -4.2818 -0.3650 3.2697 1.0 2.6 -0.4 -0.364
C -3.7933 2.1326 3.2026 1.3 2.3 1.7 0.501
F -3.5290 2.2788 4.6138 -1.0 -0.5 -2.8 -0.343
F -2.9712 3.1470 2.6214 -1.9 -2.9 0.8 -0.256
C -5.2890 2.6266 3.0048 -0.6 3.2 -0.1 0.551
F -5.3524 3.8630 3.7496 0.3 -2.7 -1.3 -0.319
F -5.5949 3.0631 1.6782 0.8 -1.9 3.0 -0.231
C -6.4550 1.7431 3.6502 -3.1 -0.7 0.8 0.616
F -7.5247 2.6494 3.9426 2.4 -2.1 -0.7 -0.279
F -7.0032 0.7676 2.8125 1.6 2.3 1.7 -0.185
F -6.1343 1.1301 4.8683 -0.2 1.5 -2.8 -0.229
O -1.8308 1.1357 0.9579 -4.0 -1.1 2.0 -0.499
H 1.6891 0.6872 2.6017 1.1 -0.8 -0.5 0.180
H 3.4986 0.4839 2.8616 -1.2 -0.7 -0.8 0.277
H 2.3745 -1.0013 2.7978 0.4 1.5 -0.8 0.248
H 3.8364 -0.6139 0.6188 -2.0 0.9 0.0 0.203
H 2.9041 0.9150 0.2134 -0.4 -1.3 0.7 -0.335
H 2.2982 -1.8639 -0.5153 -0.9 1.1 0.9 0.205
H 1.2545 -1.6699 0.9766 0.3 0.7 -1.0 0.041
H 0.4122 -1.1237 -1.5486 0.3 0.4 0.9 0.038
H 0.0267 0.0958 1.2287 -0.5 -0.7 -0.2 -0.597
H -2.0894 -0.0133 -2.1440 0.7 1.3 0.7 0.944
H -0.5343 0.8748 -2.5500 -2.1 0.4 2.3 -0.385
H -2.4297 2.8654 -0.9113 0.6 -1.2 -1.1 0.260
H -2.0744 2.0506 -3.6796 -0.3 0.7 0.2 0.293
H -0.5080 2.9038 0.4255 1.3 -1.2 -0.3 0.484
H 1.0018 2.1211 1.0965 -1.1 -0.3 -1.4 0.326
H 0.4705 3.4457 -1.5804 0.8 -1.4 0.6 0.360
H 1.3646 1.8790 -1.8675 -0.2 0.7 1.4 -0.218
H 2.2955 4.3475 -1.0170 0.2 -0.8 0.5 0.292
H 3.1986 2.9863 -1.0116 -0.5 0.2 0.3 0.232
H -3.2432 -3.3570 0.6176 0.1 1.6 -0.1 0.213
H -4.5072 -2.0751 0.9204 1.3 -0.5 -1.1 0.201
H -2.8103 -2.7169 -1.7569 -1.4 1.0 0.9 0.173
H -3.8725 -1.1482 -1.6064 0.7 -1.2 0.6 0.140
H -7.3332 -0.4543 -2.1562 1.2 -1.5 -0.4 0.250
H -5.8843 -0.8309 -3.2671 -1.3 -0.9 0.9 0.242
H -7.4405 -1.9167 -3.2469 1.4 0.6 0.9 0.335
H -0.7571 -1.4332 2.5044 -1.3 -0.8 -1.2 0.111
H -2.0189 -3.8732 3.3253 -0.6 1.7 -0.6 0.398
H -2.1186 -2.2452 4.1422 -0.5 -0.8 -1.5 0.261
H -3.5161 -2.7486 3.0762 1.5 -0.2 -0.1 0.190
C 8.4304 -2.1840 0.9981 0.4 -0.5 0.2 -0.162
C 7.1650 -3.0280 0.9904 0.0 0.1 -0.6 -0.436
O 6.3527 -2.4893 2.0339 0.4 0.7 0.3 -0.247
S 6.6305 -0.8947 2.1511 -0.1 0.0 -0.1 1.093
O 5.6068 -0.2062 1.4235 1.5 -0.2 0.9 -0.491
O 6.9547 -0.5906 3.5120 -0.5 -0.1 -0.8 -0.576
O 7.9928 -0.8519 1.2694 -0.8 0.0 0.2 -0.366
H 9.1038 -2.4908 1.7999 -0.1 0.0 -0.2 0.196
H 8.9594 -2.2247 0.0450 -0.2 0.3 0.0 0.321
H 7.3685 -4.0844 1.1676 -0.1 0.1 0.2 0.319
H 6.6213 -2.9157 0.0476 0.1 -0.1 0.0 0.331
C -4.1279 6.1018 -5.2690 0.0 -0.5 0.6 -0.297
C -2.8774 6.6708 -4.6173 -0.4 0.5 0.2 -0.322
O -1.7973 6.2303 -5.4395 -0.4 -0.4 -0.9 -0.283
S -2.3093 6.1302 -6.9768 0.0 -0.1 0.5 1.086
O -1.9268 7.3325 -7.6577 -0.2 -0.9 0.1 -0.553
O -1.9997 4.8248 -7.4739 0.0 1.1 0.1 -0.513
O -3.9024 6.2062 -6.6762 0.8 0.3 -0.2 -0.323
H -4.2553 5.0445 -5.0214 0.1 0.1 0.1 0.284
H -5.0260 6.6515 -4.9854 0.1 0.0 -0.3 0.293
H -2.7488 6.3228 -3.5925 0.2 -0.2 -0.2 0.311
H -2.8880 7.7650 -4.6317 -0.1 0.0 0.0 0.299
C 0.9224 -2.4770 -5.4141 -0.1 -0.1 -0.5 -0.356
C 1.8778 -1.4368 -5.9798 0.4 -0.3 0.3 -0.404
O 1.2411 -0.1826 -5.7440 -0.7 -0.3 0.1 -0.352
S 0.3751 -0.2766 -4.3715 0.2 0.0 -0.4 1.242
O 1.1631 0.2727 -3.3199 -0.2 -0.3 -1.4 -0.552
O -0.9625 0.1462 -4.6539 1.0 -0.3 -0.1 -0.584
O 0.3889 -1.8934 -4.2265 0.3 0.7 0.0 -0.310
H 0.0939 -2.6678 -6.1022 0.1 0.0 0.0 0.303
H 1.4254 -3.4167 -5.1833 -0.1 0.1 0.2 0.319
H 2.0649 -1.5790 -7.0443 -0.2 0.2 0.1 0.334
H 2.8294 -1.4399 -5.4398 0.0 -0.1 0.0 0.270
C 6.6013 -4.3421 6.2330 -0.1 -0.3 0.5 -0.310
C 7.8398 -3.7677 6.9026 -0.4 0.6 0.1 -0.353
O 8.9358 -4.2304 6.1120 -0.3 -0.5 -0.7 -0.330
S 8.4570 -4.3553 4.5673 -0.4 0.1 0.4 1.105
O 8.8620 -3.1691 3.8740 -0.1 -1.1 0.3 -0.503
O 8.7704 -5.6719 4.1005 0.0 1.0 0.1 -0.609
O 6.8608 -4.2646 4.8313 1.0 0.2 -0.1 -0.269
H 6.4619 -5.3944 6.4963 0.0 0.1 0.0 0.276
H 5.6996 -3.7833 6.4848 0.1 0.0 -0.3 0.326
H 7.9447 -4.0970 7.9362 0.2 -0.1 -0.2 0.315
H 7.8358 -2.6744 6.8681 -0.1 -0.1 0.0 0.289
```
Forces are in eV/Å.


No. 3
C23H34F12NNbO10P as an isolated structure, computed with ωB97M-V/def2-TZVPD.

LUMO energy: 1.96 eV
multiplicity: 1
frontier orbital gap: 7.0 eV
charge: -1
HOMO: -5.01 eV

Structure (XYZ):
```
82
Properties=species:S:1:pos:R:3:forces:R:3:mulliken_charge:R:1
O 1.1519 -5.3263 1.7571 0.1 0.0 0.1 -0.668
P 0.3288 -4.9770 0.5391 0.0 0.0 0.2 0.257
Nb 0.7592 -2.4399 -0.0857 1.3 0.6 -0.2 -0.656
C 2.9693 -2.3876 -0.4027 -0.2 1.2 0.3 -0.945
C 3.7270 -1.0989 -0.1074 -0.1 0.0 -0.2 -0.407
O 3.2816 -0.4263 1.0710 0.3 0.3 0.1 -0.448
C -1.2896 -1.7334 0.5220 0.4 0.8 0.2 -0.421
C -1.9779 -0.7610 -0.2150 -0.1 -0.1 0.0 0.307
C -3.2477 -0.3423 0.1694 0.1 -0.2 0.2 -0.472
C -3.8041 -0.9044 1.3084 0.0 0.0 -0.1 -0.379
N -3.1949 -1.8405 2.0367 -0.1 0.0 0.0 -0.258
C -1.9762 -2.2211 1.6450 0.1 -0.1 -0.1 0.066
H -1.0277 -5.3818 0.6862 -0.1 -0.1 -0.3 0.017
H 0.7333 -5.8120 -0.5411 -0.3 -0.1 -0.2 0.005
H 0.2881 -2.8964 -1.8448 -0.3 -0.6 0.1 -0.008
H 0.8039 -0.6507 -0.5000 -0.2 -0.3 -0.4 -0.075
H 1.1012 -2.1648 1.6923 -0.4 -0.8 0.1 0.085
H 3.3882 -3.2224 0.1759 -0.3 -0.1 0.1 0.462
H 3.1182 -2.5927 -1.4719 -0.2 -0.2 0.0 0.370
H 3.5841 -0.4484 -0.9763 0.2 0.1 0.0 0.202
H 4.8024 -1.2624 0.0268 0.0 0.0 0.0 0.365
H 2.6714 0.2693 0.8048 -0.2 -0.3 0.0 0.221
H -1.5191 -0.3307 -1.0991 0.0 0.0 0.1 0.286
H -3.7837 0.4197 -0.3795 0.0 0.0 0.0 0.323
H -4.7834 -0.5818 1.6522 0.0 0.0 0.0 0.305
H -1.5057 -2.9764 2.2689 0.0 0.1 0.1 0.453
C 0.4593 3.8888 -4.3929 -0.3 0.2 -0.2 -0.634
C -0.5443 4.1261 -3.2904 0.3 0.2 0.1 -0.316
O -1.7501 3.3588 -3.5220 0.0 0.0 0.1 -0.333
C -1.6590 2.0719 -3.2190 -0.2 -0.1 -0.2 0.369
O -0.7049 1.4822 -2.8163 0.1 0.0 0.1 -0.491
C -3.0267 1.3779 -3.4284 0.3 0.1 0.1 0.863
F -3.6133 1.7637 -4.5661 -0.1 0.0 0.0 -0.260
F -3.8304 1.6943 -2.4028 -0.2 0.1 -0.1 -0.255
F -2.8756 0.0641 -3.4554 -0.1 -0.1 0.0 -0.226
H 0.0084 4.1126 -5.3621 0.0 0.1 0.0 0.326
H 1.3400 4.5180 -4.2643 0.0 0.0 0.1 0.402
H 0.7684 2.8560 -4.4071 -0.1 0.1 0.2 -0.127
H -0.8780 5.1596 -3.2411 -0.1 0.0 -0.1 0.320
H -0.1263 3.8619 -2.3193 -0.1 -0.1 0.0 0.313
C 4.5203 -2.2372 -5.4121 0.0 0.2 0.1 -1.047
C 3.1403 -2.0622 -6.0017 0.0 -0.3 -0.1 -0.281
O 2.5954 -0.7620 -5.6789 0.0 -0.1 0.0 -0.266
C 2.9705 0.2481 -6.4334 -0.1 0.2 0.0 0.085
O 3.7074 0.2440 -7.3753 0.1 -0.1 -0.1 -0.545
C 2.2525 1.5284 -5.9387 0.4 -0.4 -0.2 1.259
F 2.3078 1.6023 -4.6097 0.1 -0.2 0.1 -0.271
F 0.9727 1.4934 -6.3321 -0.1 0.0 0.0 -0.251
F 2.8177 2.6209 -6.4432 0.0 0.1 -0.1 -0.266
H 4.4958 -2.0666 -4.3363 0.0 -0.1 0.0 0.242
H 4.8728 -3.2512 -5.5981 0.0 0.0 0.0 0.382
H 5.2268 -1.5367 -5.8563 0.0 0.0 0.0 0.331
H 2.4334 -2.7660 -5.5706 0.0 0.1 0.1 0.335
H 3.1405 -2.1906 -7.0834 0.0 0.1 0.0 0.337
C 3.5101 2.4377 2.8661 -0.2 0.1 -0.2 -1.054
C 4.2214 3.7148 3.2390 0.2 -0.2 0.2 -0.308
O 3.7570 4.8387 2.4457 0.1 -0.1 0.0 -0.303
C 2.6513 5.4257 2.8546 -0.1 0.2 -0.1 0.339
O 1.9806 5.1671 3.8079 0.0 -0.1 0.1 -0.509
C 2.3223 6.6139 1.9147 0.0 -0.2 0.2 0.907
F 2.4658 6.2828 0.6298 0.0 0.0 -0.1 -0.244
F 3.1535 7.6347 2.1787 0.0 0.1 0.0 -0.262
F 1.0762 7.0270 2.1087 0.0 0.1 0.0 -0.241
H 3.6142 2.2430 1.8000 0.1 -0.1 0.0 0.289
H 3.9333 1.5936 3.4075 0.0 0.0 0.0 0.389
H 2.4472 2.4964 3.0988 0.0 0.0 0.1 0.352
H 5.2846 3.6520 3.0195 0.0 0.1 -0.1 0.307
H 4.1058 3.9546 4.2951 -0.1 0.1 0.0 0.340
C -4.1537 -4.0896 5.1135 -0.2 -0.1 0.2 -1.063
C -4.5582 -2.6469 5.2910 0.3 0.1 -0.3 0.016
O -5.9168 -2.5404 5.8080 0.1 0.0 -0.1 -0.325
C -6.0671 -2.6761 7.1041 -0.2 0.0 0.1 0.319
O -5.2357 -2.8743 7.9405 0.1 0.0 0.0 -0.523
C -7.5628 -2.4924 7.4707 0.3 0.0 0.0 0.921
F -8.3639 -3.1565 6.6333 -0.1 0.0 0.0 -0.249
F -7.8857 -1.1917 7.4140 -0.1 0.0 0.0 -0.258
F -7.7953 -2.9269 8.7057 -0.1 0.0 0.0 -0.247
H -4.8670 -4.6064 4.4715 0.0 0.0 -0.1 0.282
H -3.1701 -4.1319 4.6483 0.0 0.0 0.0 0.290
H -4.1139 -4.6097 6.0707 0.1 0.0 0.0 0.386
H -4.5730 -2.1354 4.3322 -0.1 0.0 0.0 0.153
H -3.8798 -2.1142 5.9549 -0.1 0.0 0.1 0.315
```
Forces are in eV/Å.


No. 4
A 2-piece molecular cluster, C4H9NO2 overall, computed with ωB97M-V/def2-TZVPD.

structure (SMILES): [H]/N=C/O.C/C=C/O
LUMO energy: 0.82 eV
ΔE to the lowest compared entry with this formula, charge and spin: 189.37 kJ/mol
multiplicity: 1
frontier orbital gap: 9.7 eV
HOMO: -8.91 eV

Structure (XYZ):
```
16
Properties=species:S:1:pos:R:3:forces:R:3:mulliken_charge:R:1
H 2.7185 1.7351 -0.9214 -0.1 -0.1 0.0 0.203
N 1.9544 1.0933 -0.7263 0.2 -0.2 -0.1 -0.480
C 2.3368 -0.1068 -0.8576 0.2 0.2 -0.1 0.054
O 1.5270 -1.1492 -0.6567 -0.1 0.1 0.0 -0.475
H 3.3386 -0.4464 -1.1411 -0.1 0.1 0.0 0.333
H 0.6679 -0.7903 -0.3466 0.1 -0.1 0.0 0.409
C -1.5069 1.2322 -0.2843 0.0 0.0 -0.1 -0.946
C -0.9803 0.2973 0.7641 0.0 -0.2 0.1 -0.172
C -1.2686 -1.0017 0.8276 -0.1 0.3 -0.3 -0.278
O -0.7934 -1.7973 1.8318 0.0 -0.2 0.0 -0.466
H -0.6713 1.7710 -0.7452 -0.2 -0.1 0.1 0.257
H -2.1944 1.9704 0.1468 0.1 -0.1 0.0 0.322
H -2.0503 0.6913 -1.0681 0.1 0.1 0.1 0.266
H -0.3187 0.7071 1.5255 -0.1 0.0 -0.1 0.348
H -1.9115 -1.4857 0.0895 0.1 0.1 0.1 0.291
H -0.8477 -2.7203 1.5619 0.0 0.1 0.1 0.335
```
Forces are in eV/Å.